(1)
Here is a molecular structure, C36H44BCl2F4IrN3O3P at a distorted geometry from the OMol25 dataset. Energies are from the ωB97M-V functional and the def2-TZVPD basis.

```
95
Properties=species:S:1:pos:R:3:forces:R:3:mulliken_charge:R:1
Ir -0.210267 0.649156 -0.102435 1.4 2.1 -1.5 1.7609
Cl -4.780613 2.191396 1.438537 0.1 0.1 0.0 -0.2543
C -3.569018 3.132204 0.632428 -0.3 0.0 0.0 0.8286
C -3.869127 4.435059 0.192070 -0.1 0.0 0.1 -0.3841
C -2.916924 5.205969 -0.407051 0.0 0.0 0.0 0.5518
Cl -3.308787 6.811866 -0.933377 0.0 -0.1 0.0 -0.2588
C -1.607473 4.703353 -0.596231 0.1 0.0 -0.1 -0.0186
C -0.527557 5.422591 -1.144123 0.0 0.0 0.0 -1.0573
C 0.693284 4.820416 -1.249649 0.1 0.0 0.0 -1.8085
C 0.845708 3.488279 -0.841752 -0.1 0.1 0.1 -0.0463
N -0.143683 2.776529 -0.357561 -0.2 -0.4 0.0 0.9583
C -1.360829 3.376346 -0.205623 0.2 0.2 -0.1 0.5168
C -2.331989 2.575101 0.420616 0.0 -0.4 0.0 -1.3228
O -1.974615 1.374268 0.793662 -0.3 -0.8 0.4 -0.0703
H -4.865449 4.828246 0.341218 0.0 0.0 0.0 0.5096
H -0.673530 6.445169 -1.464365 0.0 0.0 0.0 0.5089
H 1.542794 5.347535 -1.660357 0.0 0.0 0.0 0.5404
H 1.808788 3.013823 -0.902619 0.1 0.0 -0.1 0.6755
C 3.493313 0.239528 1.382373 0.0 0.1 0.0 -1.7256
C 3.188396 1.141407 0.178024 -0.1 0.1 0.1 1.3584
C 4.479285 1.578484 -0.512302 0.0 0.0 0.0 -1.5549
P 1.914601 0.379305 -0.945261 0.2 -0.8 0.3 -0.5353
C 2.417615 0.611504 -2.715348 -0.5 0.3 -0.1 0.5817
C 1.678724 -0.403619 -3.595162 0.1 -0.1 0.1 -1.4817
C 2.186918 2.017342 -3.282353 0.1 0.0 0.0 -1.5445
C 2.172889 -1.389627 -0.728177 0.3 0.0 -0.1 -0.7778
C 3.384918 -2.038235 -0.918910 0.0 0.0 0.0 -0.2294
C 3.523550 -3.402043 -0.692660 0.0 -0.1 0.0 0.6635
C 4.835175 -4.104229 -0.897527 -0.1 0.0 0.0 -1.7564
C 2.399054 -4.108257 -0.239716 0.0 0.0 -0.1 -1.2590
C 1.182692 -3.488888 -0.076287 -0.1 0.0 0.0 0.3832
C 1.042302 -2.113885 -0.358131 -0.2 -0.2 0.3 -0.2204
N -0.177623 -1.470386 -0.231266 -0.6 0.5 0.5 0.6828
C -1.319157 -2.276004 -0.361524 -0.1 -0.2 -0.3 -0.7272
C -2.329153 -2.266224 0.623395 0.1 0.0 0.0 -0.3228
C -2.216867 -1.438068 1.863558 0.2 -0.1 0.0 0.5371
C -3.416469 -3.108987 0.487544 -0.1 0.0 0.0 -1.2560
C -3.569054 -3.949527 -0.606921 0.0 0.0 0.0 0.4859
C -4.749354 -4.867641 -0.733747 0.0 0.1 -0.1 -1.6660
C -2.598876 -3.904900 -1.601936 0.0 0.0 0.0 -1.0639
C -1.482396 -3.096526 -1.517753 0.1 0.1 0.1 2.0755
C -0.602619 -2.994167 -2.735877 0.0 0.0 0.1 -1.1662
H 3.956921 0.842853 2.165839 0.0 0.0 0.0 0.4806
H 4.182491 -0.560905 1.116533 0.0 0.0 0.0 0.4257
H 2.587572 -0.210359 1.784853 0.0 0.0 0.0 0.2377
H 2.680630 2.023761 0.576659 0.0 0.0 0.0 0.3803
H 4.999931 0.737386 -0.973293 0.0 0.0 0.0 0.2244
H 5.150717 2.009898 0.231784 0.0 0.0 0.0 0.4765
H 4.308513 2.336940 -1.276195 0.0 0.0 0.0 0.3587
H 3.488870 0.390529 -2.724681 0.0 0.0 0.1 0.9019
H 0.603180 -0.241033 -3.558922 0.0 0.0 0.0 0.1929
H 1.889106 -1.431077 -3.305447 0.0 0.0 0.0 0.2400
H 2.002299 -0.273431 -4.628716 0.0 0.0 0.0 0.6893
H 1.143907 2.308594 -3.184270 0.0 0.0 0.0 0.1798
H 2.426424 2.006259 -4.346336 0.0 0.0 0.0 0.5340
H 2.816540 2.774106 -2.814196 0.0 0.0 0.0 0.2525
H 4.249047 -1.476836 -1.258372 0.0 0.0 0.0 0.2334
H 5.552486 -3.469088 -1.414616 0.0 0.0 0.0 0.3777
H 4.694253 -5.014073 -1.481825 0.0 0.0 0.0 0.4083
H 5.267345 -4.398213 0.061259 0.0 0.0 0.0 0.3469
H 2.489489 -5.165850 -0.021799 0.0 0.0 0.0 0.4468
H 0.321524 -4.044644 0.269761 0.0 0.0 0.0 0.6894
H -1.403829 -1.814644 2.496630 0.0 -0.1 0.0 0.3403
H -3.150491 -1.480139 2.423434 0.0 0.0 0.0 0.7962
H -2.013266 -0.403009 1.618218 -0.1 0.0 0.0 -1.1860
H -4.173990 -3.106139 1.263046 0.0 0.0 0.0 0.3717
H -5.343943 -4.884428 0.177492 0.0 0.0 0.0 0.3867
H -4.423168 -5.883509 -0.959873 0.0 0.0 0.0 0.3819
H -5.389452 -4.543825 -1.557045 0.0 0.0 0.0 0.3414
H -2.735716 -4.506626 -2.493693 0.0 0.0 0.0 0.4860
H -0.809645 -3.821844 -3.411883 0.0 0.0 0.0 0.5911
H 0.460323 -2.994784 -2.517664 0.0 -0.1 0.0 0.0762
H -0.842395 -2.066990 -3.258171 0.0 0.0 0.0 0.1067
O 0.777622 2.782339 2.166503 0.1 0.1 -0.1 -0.5763
C 0.459852 1.683504 2.531731 0.2 -0.3 0.1 0.0817
O 0.350896 0.573509 1.826680 0.0 0.2 0.2 -0.1527
C 0.138826 1.485595 4.024589 -0.3 -0.1 -0.3 -0.0374
N -0.106016 -0.006594 4.259761 -0.1 0.6 -0.1 0.1183
C -1.488666 -0.157197 4.825105 -0.4 0.0 0.1 -0.7486
C -2.234249 1.020381 4.215419 0.2 0.0 0.1 0.2570
C -1.211107 2.147270 4.355154 -0.1 0.0 0.1 -0.9876
H 0.966332 1.874173 4.610194 0.0 -0.2 0.1 0.6024
H 0.616334 -0.469236 4.803542 0.0 0.0 0.0 0.3801
H -0.077373 -0.329723 3.272727 0.0 -0.4 0.0 -0.3769
H -1.437804 -0.055793 5.908306 0.2 0.0 0.0 0.4224
H -1.890254 -1.135080 4.572857 0.1 0.0 0.0 0.4219
H -3.161889 1.228437 4.743518 0.0 0.0 0.0 0.5836
H -2.462244 0.844426 3.165439 0.0 0.0 0.0 -0.6214
H -1.209425 2.523917 5.378449 0.1 0.0 0.0 0.4136
H -1.398425 2.978034 3.678274 0.0 0.0 0.0 0.3915
F -0.694558 1.226655 -2.354531 0.0 -0.4 0.5 -0.0989
B -2.026137 0.640265 -2.661459 -0.3 -0.1 0.1 -0.0379
F -1.886390 -0.204465 -3.741674 0.1 0.2 0.0 -0.3848
F -2.924680 1.650380 -2.842337 0.1 0.0 0.0 -0.3555
F -2.274868 -0.083297 -1.474183 -0.4 -0.1 -0.4 -0.1743
```
Forces are in eV/Å.

Calculated values
energy: -3578.70067 hartree
HOMO energy (alpha / beta): -9.8 / -9.8 eV
net charge: +1
orbital gap (alpha / beta): 0.265 / 0.188 Ha
multiplicity: 2
largest force on an atom: 0.058 hartree/bohr
LUMO level (alpha / beta): -2.64 / -4.72 eV

(2)
Here is a molecular structure, C36H44IN3NiO4P2 at a distorted geometry from the OMol25 dataset. Energies are from the ωB97M-V functional and the def2-TZVPD basis.

```
91
Properties=species:S:1:pos:R:3:forces:R:3:mulliken_charge:R:1
Ni 0.223192 0.353379 -0.262888 -1.1 -0.3 0.3 2.4612
C -4.036931 3.228754 -0.203372 0.0 0.0 0.1 -1.0541
N -3.378429 2.612263 0.948386 0.0 0.1 0.0 0.5875
C -3.977346 2.838418 2.264099 0.1 0.0 0.0 -1.0786
C -2.225168 1.969262 0.790333 0.0 -0.3 0.1 0.7103
O -1.710574 1.713875 -0.301159 0.0 0.5 -0.4 -0.5916
C -1.508697 1.436552 2.028582 0.0 -0.1 0.0 -2.0333
O -0.126560 1.195651 1.745675 -0.1 0.1 0.1 -0.0558
C 0.716536 2.316175 1.991012 0.1 0.0 0.0 -1.8279
C 1.241482 2.869261 0.677009 0.0 -0.1 0.1 0.8447
O 0.938703 2.274525 -0.363805 0.2 0.0 -0.4 -0.7863
N 2.023145 3.938838 0.707377 0.1 0.2 -0.1 0.1978
C 2.347079 4.662576 1.937122 -0.1 0.0 -0.1 -1.0567
C 2.547650 4.506648 -0.536866 0.0 0.0 0.1 -0.9417
H -5.099399 2.994257 -0.181620 0.0 0.0 0.0 0.3976
H -3.911326 4.312156 -0.169772 0.0 0.0 0.0 0.3530
H -3.599043 2.844905 -1.117666 0.0 0.0 0.0 0.2468
H -5.029179 3.068273 2.123327 0.0 0.0 0.0 0.3160
H -3.915065 1.946245 2.884671 0.0 0.0 0.0 0.4209
H -3.515269 3.680000 2.784828 0.0 0.0 0.0 0.2804
H -1.600621 2.102409 2.884055 0.0 0.0 0.1 0.7324
H -1.947673 0.472475 2.290392 0.0 0.0 0.0 0.4891
H 0.179532 3.086042 2.544633 0.0 0.0 0.0 0.7483
H 1.553696 1.978847 2.603760 0.0 0.0 0.1 0.7459
H 2.384849 3.999581 2.797083 0.0 0.0 0.0 0.4180
H 3.327342 5.116106 1.819527 0.0 0.0 0.0 0.3743
H 1.625624 5.459139 2.128160 0.0 0.0 0.0 0.2937
H 2.089685 4.014641 -1.387436 0.0 0.0 0.0 0.2516
H 2.324213 5.572685 -0.569501 0.0 0.0 0.0 0.4096
H 3.630067 4.378203 -0.574398 0.0 0.0 0.0 0.2980
C -0.110934 -3.193729 -0.587390 -0.2 0.3 0.1 -1.6194
C -1.542674 -2.822809 -0.192778 0.1 0.0 0.0 -0.9913
P -1.792482 -1.043631 -0.561189 0.0 -0.1 -0.4 0.5987
C -1.745395 -1.019117 -2.379061 -0.1 0.1 0.0 0.4265
C -0.855717 -0.173669 -3.041536 -0.2 -0.1 0.1 -0.2579
C -0.799125 -0.149012 -4.427048 0.0 0.0 0.0 -0.9183
C -1.639979 -0.968833 -5.163002 0.0 0.0 0.0 -0.6994
C -2.531498 -1.816836 -4.516703 0.0 0.0 0.0 -0.8817
C -2.585146 -1.843393 -3.132025 0.1 0.0 0.0 -0.4230
C -3.517826 -0.746291 -0.078752 0.1 0.1 0.2 0.7046
C -4.458386 -0.189254 -0.941793 0.0 0.0 0.0 -0.6745
C -5.762946 0.013373 -0.508529 0.0 0.0 0.0 -0.9071
C -6.130118 -0.308832 0.790815 0.0 0.0 0.0 -0.5532
C -5.190209 -0.839194 1.665601 0.0 0.0 0.0 -0.9066
C -3.890310 -1.057605 1.232777 0.0 0.0 -0.1 -0.6292
P 1.068858 -1.882635 -0.080587 0.5 -0.1 0.3 1.6693
C 1.226685 -2.063183 1.725520 -0.1 0.0 0.0 0.2603
C 1.880323 -1.052565 2.436127 0.0 0.0 0.0 0.0504
C 2.050134 -1.149692 3.809157 0.0 0.0 -0.1 -1.1341
C 1.553124 -2.251599 4.494821 0.0 0.0 0.0 -0.7954
C 0.895054 -3.255263 3.800231 0.0 0.0 0.0 -0.8605
C 0.735186 -3.165572 2.422428 0.1 0.0 0.0 -0.6503
C 2.619135 -2.520849 -0.771959 0.0 0.1 -0.1 0.5187
C 3.607409 -3.100146 0.017041 0.0 -0.1 0.0 -0.6388
C 4.740144 -3.642001 -0.581724 0.0 0.0 0.0 -0.8040
C 4.893501 -3.590720 -1.959167 0.0 0.0 0.0 -0.6216
C 3.917542 -2.990020 -2.747668 0.0 0.0 0.0 -0.8197
C 2.782369 -2.457111 -2.156702 0.0 0.0 0.0 -0.4400
H -0.021888 -3.279426 -1.671500 0.0 0.0 0.0 0.6054
H 0.214452 -4.142311 -0.162019 0.0 -0.1 -0.1 0.8761
H -1.707261 -2.983344 0.873540 0.0 0.0 0.0 0.5662
H -2.285898 -3.406063 -0.736773 0.0 -0.1 0.0 0.6791
H -0.208063 0.503771 -2.490542 0.1 0.1 0.0 0.5107
H -0.109892 0.514214 -4.933133 0.0 0.0 0.0 0.4159
H -1.605291 -0.946007 -6.244538 0.0 0.0 0.0 0.4269
H -3.188786 -2.455607 -5.092706 0.0 0.0 0.0 0.4691
H -3.287985 -2.503014 -2.635463 0.0 0.0 0.0 0.4184
H -4.180381 0.075149 -1.954100 0.0 0.0 0.0 0.4544
H -6.497475 0.417367 -1.194856 0.0 0.0 0.0 0.4819
H -7.148943 -0.151601 1.121551 0.0 0.0 0.0 0.4409
H -5.473287 -1.093327 2.679776 0.0 0.0 0.0 0.4722
H -3.167536 -1.495427 1.915314 0.0 0.0 0.0 0.2501
H 2.261836 -0.191287 1.897171 0.0 -0.1 0.0 0.4560
H 2.578723 -0.370070 4.345747 0.0 0.0 0.0 0.5041
H 1.681112 -2.330468 5.566570 0.0 0.0 0.0 0.4313
H 0.515709 -4.121465 4.327700 0.0 0.0 0.0 0.4772
H 0.238453 -3.975065 1.902517 0.0 0.0 0.0 0.3762
H 3.491043 -3.148648 1.093467 0.0 0.0 0.0 0.5382
H 5.496873 -4.116618 0.030657 0.0 0.0 0.0 0.4668
H 5.771673 -4.023439 -2.422317 0.0 0.0 0.0 0.4217
H 4.038141 -2.944774 -3.822880 0.0 0.0 0.0 0.4748
H 2.023632 -1.980105 -2.771393 0.0 0.0 0.0 0.5182
N 4.938721 0.204360 0.060723 0.1 0.1 0.1 -0.2563
C 3.946802 0.543129 -0.779538 -0.2 -0.1 -0.1 0.3112
O 2.766035 0.341292 -0.517755 0.5 0.3 0.2 -0.0015
C 4.417510 1.184228 -2.070855 -0.1 -0.1 -0.1 -1.6395
I 2.876978 1.385321 -3.510023 0.0 0.0 0.0 0.0753
H 4.720986 -0.285711 0.912785 0.0 0.0 0.0 0.2201
H 5.907300 0.349058 -0.167298 0.0 0.0 0.0 0.2317
H 5.201973 0.583599 -2.524773 0.0 0.0 0.0 0.6217
H 4.806487 2.180329 -1.873552 0.0 0.0 0.0 0.5515
```
Forces are in eV/Å.

Calculated values
energy: -4351.74856 hartree
HOMO energy (alpha / beta): -12.9 / -13.7 eV
net charge: +2
orbital gap (alpha / beta): 0.322 / 0.303 Ha
multiplicity: 3
largest force on an atom: 0.022 hartree/bohr
LUMO level (alpha / beta): -4.10 / -5.50 eV

(3)
Here is a molecular structure, C36H44MnN4S from the OMol25 dataset. Energies are from the ωB97M-V functional and the def2-TZVPD basis.

```
86
Properties=species:S:1:pos:R:3:forces:R:3:mulliken_charge:R:1
Mn -0.270177 0.275816 0.143956 -0.6 0.5 0.2 -0.4885
C -2.803784 -3.126529 -4.586600 -0.2 0.1 0.1 -1.1767
C -3.466649 -2.179071 -3.582378 0.2 0.0 -0.1 -0.9850
C -2.500916 -1.185616 -3.022479 0.0 0.2 0.0 0.7726
C -2.268983 0.098569 -3.427548 0.1 -0.2 0.1 0.2992
C -3.026836 0.955100 -4.386013 0.0 0.0 0.2 -1.0852
C -3.818004 1.982198 -3.567251 0.0 0.0 -0.2 -1.1350
C -1.233412 0.620975 -2.570027 0.3 0.0 0.1 0.1841
C -0.463156 1.752392 -2.796902 0.1 0.0 0.3 -0.0840
C 0.589655 2.158422 -1.983274 -0.2 -0.3 0.0 -0.3081
C 1.614268 3.117234 -2.316302 0.2 -0.1 0.3 0.9534
C 1.674601 3.953360 -3.553743 -0.1 0.1 0.2 -0.9078
C 1.289200 5.399828 -3.233200 0.0 -0.1 -0.2 -1.1791
C 2.467693 3.171653 -1.247903 -0.3 0.0 -0.2 0.5976
C 1.902185 2.320228 -0.228857 -0.2 -0.1 0.1 0.4589
C 2.210680 2.368888 1.121331 -0.2 -0.2 -0.1 -0.3486
C 1.472464 1.707973 2.096858 0.0 0.0 -0.3 0.2270
N 0.620653 0.681648 1.818545 0.5 -0.1 0.5 -0.5473
C 0.096770 0.274936 3.021467 0.0 -0.3 -0.1 0.5990
C -0.459066 -0.978753 3.191811 0.0 0.2 -0.2 -0.7286
C -0.608321 -1.877367 2.139820 0.0 0.2 -0.2 0.0971
N -0.699283 -1.490614 0.834626 0.0 -0.4 0.3 -0.1445
C -0.942536 -2.634485 0.109050 0.0 0.1 0.0 0.0709
C -1.499464 -2.600961 -1.159645 0.1 0.3 0.1 -0.2741
C -1.650030 -1.420002 -1.881579 0.1 0.0 0.2 -0.0399
N -0.950560 -0.285458 -1.581943 0.1 -0.2 -0.7 -0.4509
C -0.786584 -3.787881 0.964597 -0.1 0.2 0.3 0.0786
C -0.632102 -3.311123 2.238063 -0.2 0.0 -0.3 0.8564
C -0.352661 -4.050957 3.503582 0.1 0.0 -0.1 -0.9969
C 1.089033 -3.811317 3.965965 -0.1 -0.1 0.1 -0.9677
C -0.636649 -5.189634 0.477801 0.1 0.1 0.0 -1.1399
C 0.818042 -5.440474 0.060196 -0.2 -0.1 0.0 -1.0780
C 0.512897 1.178121 4.063952 0.2 0.1 -0.2 0.1098
C 1.420512 2.029187 3.500327 -0.2 -0.2 0.1 1.0180
C 2.189461 3.131148 4.151103 0.1 -0.2 -0.1 -1.1157
C 3.655537 2.758053 4.379366 -0.1 0.1 0.1 -1.2622
C -0.120068 1.259007 5.411846 0.0 0.2 -0.1 -1.0361
C -1.123972 2.418137 5.381184 0.0 -0.1 0.1 -1.1703
N 0.808668 1.654417 -0.729445 0.2 0.3 -0.3 -0.5122
C 3.758801 3.919546 -1.135676 -0.1 -0.1 -0.1 -0.8448
C 4.887682 3.238894 -1.916161 -0.1 0.1 0.2 -1.2103
H -3.548419 -3.796612 -5.011859 0.0 -0.1 -0.1 0.3832
H -2.031564 -3.726707 -4.109697 0.1 0.0 0.0 0.3053
H -2.341603 -2.561352 -5.392895 0.0 0.0 -0.1 0.3070
H -3.897935 -2.762896 -2.766718 -0.1 0.1 0.0 0.3979
H -4.280090 -1.646601 -4.079876 0.0 0.0 0.1 0.4730
H -3.707156 0.344037 -4.980953 0.1 0.0 -0.1 0.4488
H -2.347627 1.470764 -5.070629 0.0 -0.1 -0.1 0.3300
H -4.466233 1.466553 -2.862800 -0.1 0.0 0.1 0.3073
H -4.426686 2.619432 -4.203594 -0.1 0.1 -0.1 0.3953
H -3.139457 2.606554 -2.991034 0.0 0.1 0.1 0.3057
H -0.652853 2.322453 -3.693447 0.0 0.0 -0.1 0.4087
H 0.995179 3.557901 -4.309158 0.1 0.0 -0.1 0.3816
H 2.682068 3.936845 -3.974654 0.0 -0.1 -0.1 0.2640
H 0.307998 5.435544 -2.767910 -0.1 0.0 0.0 0.3061
H 1.275817 5.999275 -4.139087 0.0 0.1 -0.1 0.4169
H 1.999436 5.846053 -2.543550 0.0 0.1 0.1 0.2980
H 2.993672 3.041828 1.434480 0.0 0.1 0.1 0.3361
H -0.702017 -1.317299 4.186903 0.1 0.0 0.1 0.4833
H -1.893560 -3.519716 -1.568128 0.0 0.0 -0.1 0.3996
H -0.508536 -5.119160 3.343633 -0.1 0.0 0.1 0.2813
H -1.043623 -3.720863 4.283768 0.0 -0.1 0.0 0.3675
H 1.782390 -4.098469 3.178066 0.1 0.0 0.0 0.2486
H 1.312811 -4.398370 4.854493 0.1 0.0 0.1 0.4132
H 1.248423 -2.758551 4.192004 0.1 0.0 0.0 0.2168
H -1.290659 -5.363708 -0.378174 -0.1 -0.1 0.0 0.3275
H -0.911612 -5.892434 1.265308 -0.1 0.0 0.0 0.4161
H 1.087228 -4.796828 -0.774927 0.1 0.1 0.0 0.3090
H 0.965711 -6.475617 -0.238785 0.0 -0.1 -0.1 0.4137
H 1.488036 -5.221572 0.889471 0.1 0.0 0.0 0.2072
H 1.728259 3.364144 5.111192 0.0 0.1 0.0 0.3813
H 2.135456 4.023529 3.523355 -0.1 0.1 0.1 0.4388
H 3.724624 1.864715 4.994598 0.1 -0.1 0.1 0.3250
H 4.167891 3.571307 4.887293 0.2 0.0 0.0 0.3920
H 4.165608 2.560535 3.439781 0.1 0.0 -0.1 0.3135
H 0.630356 1.424561 6.188098 0.0 -0.1 0.0 0.4064
H -0.653015 0.334060 5.638223 0.1 0.0 0.1 0.2897
H -0.611399 3.352530 5.163535 0.0 0.1 0.0 0.3167
H -1.645713 2.516199 6.330961 -0.1 0.0 0.1 0.3951
H -1.852351 2.246705 4.591083 -0.1 0.0 0.0 0.3179
H 4.047409 3.984991 -0.086303 0.0 0.1 0.0 0.3243
H 3.636444 4.937542 -1.508972 0.0 0.0 0.1 0.1852
H 5.020419 2.216365 -1.573330 0.0 -0.1 0.0 0.3171
H 5.822815 3.775290 -1.768742 0.1 0.0 0.0 0.4158
H 4.669001 3.219794 -2.980895 0.0 -0.1 -0.1 0.2891
S -1.994382 1.408084 0.633638 0.1 -0.1 0.0 -0.3616
```
Forces are in eV/Å.

Calculated values
energy: -3166.46169 hartree
HOMO energy (alpha / beta): -6.7 / -6.7 eV
net charge: 0
orbital gap (alpha / beta): 0.214 / 0.208 Ha
multiplicity: 4
largest force on an atom: 0.016 hartree/bohr
LUMO level (alpha / beta): -0.89 / -1.02 eV